(1)
Density functional theory data (the ωB97M-V functional and the def2-TZVPD basis) for a structure of composition C40H43N4O2S7Ti at a distorted geometry.

Element x y z (Å)
Ti: 0.1996 0.1154 0.6982
C: -0.8313 3.9345 -2.5024
C: -0.3480 3.8189 -1.0506
C: 0.7126 2.7302 -0.9449
N: 0.8328 2.1302 0.3741
C: 1.5280 2.7196 1.3133
C: 2.1726 3.9754 1.1403
C: 3.0534 4.6639 1.9523
C: 3.6103 4.3545 3.1847
C: 3.3033 3.2224 3.9300
C: 2.3860 2.2175 3.7049
C: 1.5092 1.9725 2.6083
N: 0.6080 1.0302 2.6209
C: 0.3851 0.2277 3.7993
C: -0.8190 -0.6576 3.5261
C: -1.9788 0.1731 2.9935
N: -1.9074 0.4383 1.5540
C: -2.9851 1.0116 1.0673
C: -4.0050 1.5955 1.8642
C: -5.3166 1.9630 1.5629
C: -6.1110 1.6808 0.4765
C: -5.6494 0.9967 -0.6674
C: -4.3693 0.7490 -1.0449
C: -3.1030 1.1327 -0.4197
N: -2.0688 1.4877 -1.0876
C: -2.2973 1.7886 -2.5013
C: -1.1970 2.6033 -3.1691
H: -0.0471 4.4096 -3.1038
H: -1.6988 4.6048 -2.5372
H: -1.1843 3.5412 -0.4104
H: 0.0213 4.7887 -0.7000
H: 1.6888 3.0749 -1.3127
H: 0.4295 1.9036 -1.5808
H: 1.9540 4.4560 0.1972
H: 3.3906 5.6086 1.5286
H: 4.3379 5.0439 3.5946
H: 3.8595 3.1200 4.8595
H: 2.3273 1.4663 4.4816
H: 0.1643 0.8843 4.6559
H: 1.2687 -0.3672 4.0610
H: -1.1166 -1.1634 4.4503
H: -0.5607 -1.4258 2.7917
H: -1.9873 1.1154 3.5640
H: -2.9378 -0.3207 3.2050
H: -3.7011 1.8527 2.8702
H: -5.8127 2.4994 2.3708
H: -7.1564 1.9639 0.5153
H: -6.4129 0.6525 -1.3631
H: -4.2312 0.2284 -1.9870
H: -3.2538 2.3271 -2.5950
H: -2.3855 0.8548 -3.0656
H: -1.5507 2.8189 -4.1837
H: -0.3156 1.9722 -3.2912
S: 1.8831 -1.8476 -4.1911
C: 0.7831 -1.1544 -3.0923
S: 1.4308 -0.3657 -1.6888
S: -0.9147 -1.2350 -3.3123
O: 1.6028 -1.0293 1.2837
C: 2.6337 -1.9102 1.4715
C: 2.4887 -3.1836 0.6216
C: 2.6615 -3.2652 -0.7287
C: 2.4236 -4.5626 -1.2501
C: 2.1117 -5.4653 -0.2792
S: 2.0904 -4.7387 1.2683
C: 2.6608 -2.2660 2.9620
C: 1.6570 -2.8828 3.6582
C: 1.9147 -2.9770 5.0488
C: 3.1141 -2.4189 5.3865
S: 3.9233 -1.7948 4.0192
C: 3.9481 -1.2345 1.0743
C: 4.0981 0.0618 0.6945
C: 5.4426 0.4008 0.3856
C: 6.2893 -0.6547 0.5267
S: 5.4574 -2.0651 1.0211
H: 2.9006 -2.4121 -1.3492
H: 2.4680 -4.7812 -2.3068
H: 1.8825 -6.5130 -0.3915
H: 0.7518 -3.2312 3.1864
H: 1.2334 -3.4202 5.7611
H: 3.5605 -2.3499 6.3652
H: 3.2637 0.7408 0.6081
H: 5.7535 1.3854 0.0707
H: 7.3533 -0.6819 0.3570
O: -0.8323 -1.8000 0.2927
S: -1.1369 -2.8549 -0.7432
C: -1.4794 -4.2972 0.3396
C: -2.9800 -4.5774 0.3111
C: -3.6485 -3.2225 0.0817
C: -2.8921 -2.6062 -1.0826
H: -1.1224 -3.9832 1.3189
H: -0.8679 -5.1285 -0.0089
H: -3.3231 -5.0698 1.2242
H: -3.2130 -5.2414 -0.5269
H: -3.5127 -2.5832 0.9579
H: -4.7193 -3.2975 -0.1149
H: -2.9952 -1.5266 -1.1633
H: -3.1084 -3.0571 -2.0523

As for the frontier orbital gap (spin up / spin down): 4.53 / 4.58 eV. Its total energy is -5556.37903 Eh. Its multiplicity is 2. The total charge is -2. As for the expectation value of S²: 0.75.

***

(2)
Density functional theory data (the ωB97M-V functional and the def2-TZVPD basis) for a cluster of 2 separate species, C3H10O in total at a distorted geometry.

Element x y z (Å)
C: 1.9607 0.2672 -1.4249
C: 1.1700 0.1192 -0.2050
H: 2.8005 0.9555 -1.2458
H: 2.4859 -0.6837 -1.7716
H: 1.3884 0.7833 -2.2094
H: 0.5427 -0.8745 -0.1243
H: 0.4054 0.9544 0.0689
H: 1.7704 -0.0347 0.6765
C: -2.2410 0.1612 1.1072
O: -1.6149 -1.0530 0.6102
H: -2.9856 0.1105 1.8576
H: -1.4821 0.6083 1.4923
H: -2.5214 0.4362 -0.0221
H: -1.6791 -1.7498 1.1904

As for the frontier orbital gap: 11.16 eV. Its total energy is -195.44646 Eh. The total charge is 0.

***

(3)
Density functional theory data (the ωB97M-V functional and the def2-TZVPD basis) for the molecule C5H11NOS at a distorted geometry.

Element x y z (Å)
C: -0.5855 -1.8907 -0.2022
C: 0.5116 -0.8009 -0.2001
C: 1.3898 -0.6920 -1.4016
C: -0.0616 0.4894 0.1030
O: -1.0060 0.7521 -1.0417
C: 0.5516 1.7010 0.8467
N: -0.5017 0.9534 1.4088
S: -2.1577 1.4680 1.5221
H: -1.4396 -1.7107 -0.9355
H: -1.1100 -1.7310 0.8182
H: -0.1034 -2.8731 -0.0430
H: 1.0884 -1.0559 0.6562
H: 2.0826 -1.4507 -1.1817
H: 1.9255 0.2960 -1.3124
H: 0.9931 -0.6853 -2.4724
H: -1.1810 1.6974 -1.0209
H: 1.5319 1.6708 1.3134
H: 0.1679 2.5689 0.3216
H: -2.0959 1.2931 2.8214

As for the frontier orbital gap: 9.77 eV. Its total energy is -725.18840 Eh. The total charge is 0.

***

(4)
Density functional theory data (the ωB97M-V functional and the def2-TZVPD basis) for a cluster of 2 separate species, C4H7N in total at a distorted geometry.

Element x y z (Å)
C: -0.7656 0.6601 0.7121
C: 0.1452 -0.3974 0.8222
C: 0.0926 -1.6681 -0.0031
H: -1.6193 0.3202 0.1081
H: -0.7935 1.6303 1.2156
H: 1.1346 -0.3413 1.3100
H: 0.6661 -1.2979 -0.9318
H: 0.6490 -2.3999 0.5758
H: -0.8240 -2.0992 -0.3933
C: 0.8259 2.4133 -2.0835
N: 0.1027 1.8671 -1.3823
H: 1.4604 2.9217 -2.7088

As for the frontier orbital gap: 9.39 eV. Its total energy is -211.27228 Eh. The total charge is 0.

***

(5)
Density functional theory data (the ωB97M-V functional and the def2-TZVPD basis) for the molecule C19H21FN2O5S at a distorted geometry.

Element x y z (Å)
C: -2.7566 3.2673 0.4565
C: -2.4138 1.9262 -0.1113
C: -2.7171 0.7506 0.5531
C: -2.3833 -0.4717 0.0007
S: -2.6610 -1.9828 0.9088
O: -3.1991 -1.6653 2.2027
O: -3.3606 -2.9277 0.0921
N: -1.0652 -2.5180 1.0288
C: -0.9310 -3.9415 1.2781
C: 0.5480 -4.3065 1.1505
O: 1.3308 -3.5583 2.0528
C: 1.1845 -2.1779 1.8349
C: -0.2785 -1.7440 1.9656
C: -1.7707 -0.5543 -1.2311
C: -1.4483 0.6079 -1.9104
C: -1.7474 1.8444 -1.3468
O: -1.3948 3.0463 -1.8999
C: -0.5351 3.0429 -3.0176
C: 0.8073 2.3389 -2.7574
O: 1.4448 1.8367 -3.6526
N: 1.1521 2.3651 -1.4450
C: 2.1566 1.6500 -0.7861
C: 2.1419 1.6519 0.6078
C: 3.0953 0.9514 1.3193
C: 4.0602 0.2450 0.6229
F: 4.9913 -0.4424 1.3131
C: 4.0918 0.2283 -0.7596
C: 3.1381 0.9358 -1.4674
H: -1.8588 3.8691 0.5925
H: -3.4038 3.8076 -0.2320
H: -3.2619 3.1605 1.4114
H: -3.2061 0.7639 1.5147
H: -1.5386 -4.4620 0.5388
H: -1.2878 -4.1958 2.2866
H: 0.7113 -5.3550 1.4028
H: 0.8819 -4.1157 0.1200
H: 1.8034 -1.6839 2.5851
H: 1.5454 -1.9129 0.8286
H: -0.3891 -0.6880 1.7121
H: -0.6310 -1.9058 2.9941
H: -1.5429 -1.5236 -1.6416
H: -0.9553 0.5374 -2.8664
H: -0.3459 4.0979 -3.2391
H: -1.0027 2.5871 -3.8978
H: 0.5196 2.8633 -0.8308
H: 1.3784 2.2045 1.1364
H: 3.0988 0.9486 2.3973
H: 4.8585 -0.3310 -1.2711
H: 3.1463 0.9354 -2.5444

As for the frontier orbital gap: 9.26 eV. Its total energy is -1720.38127 Eh. The total charge is 0.

***

(6)
Density functional theory data (the ωB97M-V functional and the def2-TZVPD basis) for a structure of composition C24H36N2PdSi at a distorted geometry.

Element x y z (Å)
C: 0.4556 -1.0050 0.5182
C: 1.0239 -2.2300 0.0429
C: 2.2536 -1.9319 -0.6819
H: 0.6797 -3.2200 0.3191
C: 2.2949 -0.4892 -0.6751
C: 1.2225 0.0685 0.1037
H: 1.0286 1.1180 0.3140
H: -0.4020 -0.9366 1.1748
H: 2.9516 -2.6633 -1.1178
H: 3.1108 0.0862 -1.0902
Pd: 0.5760 -1.2637 -1.9396
C: 0.5613 0.9139 -2.8436
H: 0.5159 1.5016 -1.8886
H: -0.2479 1.4066 -3.4958
H: 1.5237 1.0199 -3.3494
Si: 0.3114 -2.4893 -3.6310
C: -1.0831 -3.4970 -4.0409
C: -0.8795 -4.8435 -3.5922
H: -0.1506 -5.0478 -2.8266
C: -1.5582 -5.8590 -4.2580
H: -1.3372 -6.9298 -3.9865
C: -2.4695 -5.5746 -5.2953
H: -2.9708 -6.3696 -5.8008
C: -2.7345 -4.2108 -5.6391
H: -3.4605 -3.9957 -6.4304
C: -2.0287 -3.1867 -5.0127
H: -2.1587 -2.1530 -5.3462
C: 1.4851 -2.2631 -5.0160
C: 1.8475 -3.4284 -5.7290
H: 1.2708 -4.3780 -5.5729
C: 2.8850 -3.3605 -6.6510
H: 3.1858 -4.2719 -7.2313
C: 3.5435 -2.1374 -6.8920
H: 4.3796 -2.0806 -7.5768
C: 3.1069 -0.9462 -6.2482
H: 3.5218 0.0216 -6.5025
C: 2.0841 -1.0261 -5.2986
H: 1.7136 -0.1235 -4.8006
H: 1.1156 -3.2342 -2.6726
H: -0.0047 0.0067 -3.1715
C: -2.8672 -1.6658 -0.8952
N: -3.1363 -0.3936 -0.2771
C: -4.5101 -0.2988 0.1647
C: -2.6829 0.7682 -1.0343
C: -2.3473 1.9524 -0.1114
N: -1.3722 1.6170 0.9223
C: -0.5936 2.7516 1.3146
C: -1.9500 0.9387 2.0633
H: -3.2807 -2.4683 -0.2639
H: -1.7715 -1.8058 -0.9921
H: -3.3154 -1.7463 -1.9189
H: -4.7640 -1.1691 0.7879
H: -4.6423 0.6176 0.7532
H: -5.2055 -0.2843 -0.6949
H: -1.7965 0.4730 -1.6125
H: -3.4677 1.0806 -1.7509
H: -1.9210 2.7282 -0.7493
H: -3.2748 2.3120 0.3571
H: -1.1916 3.5358 1.7943
H: 0.1618 2.4226 2.0270
H: -0.0961 3.1764 0.4456
H: -2.7319 1.5320 2.5604
H: -2.3787 -0.0029 1.7274
H: -1.1632 0.7510 2.7953

As for the frontier orbital gap (spin up / spin down): 7.70 / 4.04 eV. Its total energy is -1462.13141 Eh. Its multiplicity is 5. The total charge is +2. As for the expectation value of S²: 6.02.

***

(7)
Density functional theory data (the ωB97M-V functional and the def2-TZVPD basis) for a structure of composition C3HBrCl2 at a distorted geometry.

Element x y z (Å)
C: -0.9241 1.6941 0.8455
C: -1.1055 1.1797 -0.2384
C: 1.1306 -1.4148 -0.5810
Cl: -1.5280 0.3961 -1.6060
Cl: 1.3403 -1.1349 1.0065
Br: 1.6868 -3.2011 -1.0294
H: -0.6001 2.4809 1.6028

As for the frontier orbital gap (spin up / spin down): 9.08 / 7.99 eV. Its total energy is -3609.06701 Eh. Its multiplicity is 3. The total charge is 0. As for the expectation value of S²: 2.01.

***

Question: total charge of number 4 (C4H7N)?
Answer: 0

***

Question: Which value of total energy does entry 5 give?
Answer: -1720.38127 Eh

***

Question: What is the formula in the seventh record?
Answer: C3HBrCl2